1.
Below is a structure of composition C35H21F5N7O2Ru in a non-equilibrium geometry, with properties calculated with the ωB97M-V functional and the def2-TZVPD basis.

## Properties
<S²>: 0.7644
HOMO-LUMO gap (spin up / spin down), eV: 4.857 / 4.965
Spin multiplicity: 2
LUMO level (spin up / spin down), eV: -1.77 / -1.72
E_HOMO (spin up / spin down), Ha: -0.243 / -0.246
Net charge: 0

The geometry in XYZ format:
```
71
Properties=species:S:1:pos:R:3:mulliken_charge:R:1
C 4.216 0.052 -0.096 -0.8313
C 3.045 -0.668 -0.078 -0.4146
C -1.131 -2.708 -0.648 -0.2417
H -4.448 3.409 -3.260 0.3973
C 1.042 -2.392 3.702 -0.7155
N 1.008 -0.651 1.969 1.2650
C 3.039 3.596 1.382 -0.6722
C -3.003 3.078 -1.710 -1.1767
C -2.052 2.224 -1.198 -0.0582
H -3.208 4.012 -1.206 0.4315
C -3.714 0.559 3.379 0.6823
F -3.027 -0.809 0.103 -0.4049
H 3.709 4.389 1.671 0.4443
C 1.327 2.727 -0.058 -0.2700
H 2.256 4.619 -0.359 0.5159
N 2.007 -0.443 -0.918 0.3602
C -1.739 1.020 -1.861 0.5606
C 0.420 -0.592 -3.214 0.1818
C -1.162 -2.845 -3.126 -1.0082
C -2.484 1.137 3.662 0.1179
F -0.286 1.631 3.072 -0.3220
C 0.264 -1.337 -4.349 -0.9237
C 2.247 0.399 -1.955 0.7710
C 0.006 -4.486 3.119 -0.6621
N -0.356 -0.853 -2.102 1.5013
C 2.207 3.734 0.253 -1.1535
H 3.514 1.871 -2.847 0.3925
H -3.954 1.289 -4.415 0.4364
C 0.712 -3.692 4.024 -0.8026
H 3.566 2.250 2.980 0.5929
C -2.434 0.707 -3.046 -0.5994
Ru 0.124 -0.106 0.350 -1.7135
H 1.724 0.845 -3.866 0.4322
N -0.775 0.223 -1.330 0.6015
O -1.734 -3.765 -0.507 -0.7772
N 1.359 0.414 -3.027 0.0594
F -5.062 -0.637 1.853 -0.3199
C -2.806 -0.175 1.274 0.3188
H -0.946 -4.615 1.213 0.5300
C 2.068 1.429 1.724 0.3381
C -1.446 1.026 2.742 0.4547
N 1.214 1.600 0.655 1.5049
H 2.913 -1.498 0.604 0.6029
C 3.385 1.191 -2.019 -0.8774
H -0.227 -5.508 3.377 0.4206
C -0.139 -2.653 1.551 0.4354
H 1.005 -4.096 4.982 0.4246
O 2.682 -0.057 3.474 -0.7452
C -0.642 -2.422 -4.334 -0.6386
N -0.483 -2.027 0.390 0.4771
H 0.873 -1.141 -5.219 0.4523
H -1.534 2.455 -0.276 0.2782
H -1.701 -3.774 -3.032 0.5887
H 4.989 -0.166 0.624 0.4662
C -3.686 2.751 -2.874 -0.6648
F -4.718 0.617 4.261 -0.3171
C -1.543 0.357 1.525 0.5972
C 0.661 -1.861 2.463 -0.1149
H -2.231 -0.221 -3.557 0.1439
F -2.289 1.783 4.818 -0.3155
C -0.406 -3.985 1.902 -1.1801
C -3.404 1.560 -3.526 -0.8959
H 5.244 1.686 -1.065 0.4601
C 1.976 0.195 2.497 0.4088
C 2.963 2.435 2.105 -1.3890
H 0.675 2.817 -0.920 0.4786
C 4.367 1.058 -1.046 -0.5791
H -0.811 -2.987 -5.235 0.4748
C -3.878 -0.087 2.158 0.1885
C -0.950 -2.114 -1.963 0.4867
H 1.603 -1.771 4.383 0.5097
```


2.
Below is an isolated molecule of C25H25N3O4 in a non-equilibrium geometry, with properties calculated with the ωB97M-V functional and the def2-TZVPD basis.

## Properties
HOMO-LUMO gap, eV: 7.815
LUMO level, eV: 0.52
Energy relative to the best compared isomer or geometry (same formula, charge and spin), kcal/mol: 68.0
E_HOMO, Ha: -0.268
Net charge: 0
SMILES: O=C(Nc1ccccc1N1CCOCC1)[C@@H]1Cc2ccccc2CN1C(=O)c1ccco1

The geometry in XYZ format:
```
57
Properties=species:S:1:pos:R:3:mulliken_charge:R:1
N -3.064 0.080 -0.047 0.6340
H -4.568 1.427 -1.870 0.3465
H -4.425 1.405 1.838 0.3476
C 4.497 2.975 -0.531 -0.4586
H 3.548 -0.543 0.939 0.6357
H -2.665 -0.978 -1.788 0.2431
O -0.623 -1.065 0.303 -0.6473
C 1.984 -4.064 1.985 -0.6636
H 2.198 -4.562 2.920 0.4129
N 2.366 -0.079 -0.714 0.4980
H 3.905 3.818 -0.821 0.5578
C 5.841 2.963 -0.112 -0.5176
H -1.467 4.383 2.552 0.3827
N -0.401 1.099 -0.380 0.2739
C -4.131 -0.775 0.416 -1.1033
H -3.861 -1.802 0.142 0.2973
H 1.959 -2.172 -2.385 0.3958
C -1.347 1.711 0.472 -0.2539
O 1.983 2.011 -1.458 -0.8310
C 4.068 1.668 -0.503 0.3233
O -5.332 -0.479 -1.670 -0.4193
H 3.397 -2.493 2.329 0.4418
C 1.160 -2.000 -1.656 -1.4434
C 0.751 -3.938 -0.067 -0.8201
C -0.957 2.870 1.128 -0.5058
O 5.083 0.869 -0.095 -0.2954
H 4.012 -1.356 -0.564 0.3235
H -4.275 0.271 -3.204 0.3712
C -2.954 0.037 -1.487 -0.5402
H -4.214 -0.719 1.500 0.6108
H -5.783 0.588 0.034 0.3175
H 0.274 1.723 -0.826 0.3464
H 0.969 0.086 -2.222 0.5134
H -2.206 0.744 -1.840 0.3907
H -6.239 -1.141 -0.002 0.3634
H 0.507 -5.490 1.382 0.3940
C -3.441 1.798 1.634 -0.7177
C -3.022 2.923 2.316 -0.8622
H 6.495 3.804 -0.010 0.4653
C -1.787 3.487 2.044 -0.7624
C -2.638 1.179 0.669 1.0958
C 2.657 -2.902 1.655 -0.8633
C 2.740 1.202 -0.914 0.5332
C 1.426 -2.776 -0.404 1.0047
H -3.677 3.377 3.046 0.3919
H 0.027 3.270 0.925 0.4967
H 7.041 1.178 0.469 0.4749
C 6.141 1.656 0.136 -0.5118
C 3.154 -1.035 0.046 -0.7995
C 1.035 -4.584 1.122 -0.6902
C -0.074 -0.213 -0.356 0.2486
C 2.384 -2.258 0.458 0.7297
C 1.109 -0.513 -1.313 -0.7662
C -4.312 0.384 -2.119 -0.8146
H 0.212 -2.298 -2.103 0.4094
H -0.001 -4.331 -0.735 0.4079
C -5.460 -0.422 -0.264 -0.3922
```